(1)
C18H17N4O6Pb | the ωB97M-V functional and the def2-TZVPD basis

The geometry in XYZ format:
```
46
C18H17N4O6Pb (the ωB97M-V functional and the def2-TZVPD basis)
Pb 0.408 1.474 -0.720
O -1.136 -3.962 -0.081
C 0.000 -3.994 -0.801
C 0.555 -5.247 -1.060
C 1.726 -5.360 -1.783
C 2.374 -4.227 -2.263
C 1.830 -2.982 -2.014
C 0.644 -2.841 -1.293
C 0.122 -1.468 -1.081
O 0.813 -0.505 -1.580
N -0.992 -1.320 -0.403
N -1.370 0.017 -0.312
C -2.640 0.215 -0.396
C -3.313 1.476 -0.463
C -4.651 1.528 -0.022
C -5.398 2.672 -0.116
C -4.810 3.805 -0.718
C -3.535 3.773 -1.207
C -2.711 2.605 -1.109
O -1.538 2.609 -1.602
H -1.390 -3.005 0.014
H 0.043 -6.119 -0.673
H 2.142 -6.343 -1.970
H 3.296 -4.316 -2.823
H 2.317 -2.080 -2.360
H -3.252 -0.689 -0.413
H -5.082 0.631 0.412
H -6.415 2.704 0.250
H -5.386 4.720 -0.803
H -3.086 4.638 -1.677
C 2.344 1.898 3.376
C 1.991 1.325 2.036
N 0.761 1.168 1.680
O -0.171 1.660 2.616
C 3.043 0.938 1.124
C 4.421 0.599 1.603
N 2.760 0.932 -0.165
O 3.647 0.619 -0.992
H 1.612 2.648 3.664
H 3.335 2.343 3.338
H 2.341 1.118 4.141
H -1.017 1.532 2.172
H 4.419 0.290 2.648
H 5.121 1.433 1.487
H 4.804 -0.215 0.985
O 1.024 3.305 -0.647
```

Summary:
Net charge: -1
Highest occupied orbital energy: -0.174 hartree
Energy above the lowest of the compared OMol25 structures with the same formula, charge and spin: 33.76 kcal/mol
HOMO-LUMO gap: 7.10 eV
Lowest unoccupied orbital energy: 2.369 eV

Computed Löwdin charges, given in elementary charges:
1. Pb 1.466
2. O 0.043
3. C -0.275
4. C -0.030
5. C -0.099
6. C -0.097
7. C -0.016
8. C -0.069
9. C -0.428
10. O -0.149
11. N 0.039
12. N -0.082
13. C -0.073
14. C -0.165
15. C -0.079
16. C -0.129
17. C -0.106
18. C -0.017
19. C -0.389
20. O -0.164
21. H 0.073
22. H 0.110
23. H 0.096
24. H 0.095
25. H 0.119
26. H 0.134
27. H 0.104
28. H 0.084
29. H 0.094
30. H 0.111
31. C -0.012
32. C -0.297
33. N -0.077
34. O -0.053
35. C -0.314
36. C -0.056
37. N -0.207
38. O -0.129
39. H 0.078
40. H 0.080
41. H 0.093
42. H 0.080
43. H 0.066
44. H 0.081
45. H 0.070
46. O -0.606

---

(2)
C18H17N5O2 | the ωB97M-V functional and the def2-TZVPD basis

The geometry in XYZ format:
```
42
C18H17N5O2 (the ωB97M-V functional and the def2-TZVPD basis)
C 0.561 -0.450 -3.399
C 1.630 0.543 -3.719
C 1.543 1.328 -4.862
C 2.545 2.213 -5.215
C 3.678 2.318 -4.426
C 3.781 1.557 -3.278
C 2.759 0.690 -2.908
N 2.927 -0.070 -1.733
C 2.111 -0.086 -0.662
N 2.531 -0.814 0.376
C 1.724 -0.807 1.430
N 2.100 -1.493 2.523
N 0.568 -0.131 1.504
C 0.249 0.535 0.414
C -1.053 1.294 0.416
O -1.866 0.930 1.512
C -2.279 -0.347 1.519
O -2.112 -1.105 0.594
C -2.984 -0.705 2.773
C -3.040 0.166 3.857
C -3.699 -0.215 5.011
C -4.302 -1.460 5.092
C -4.246 -2.332 4.016
C -3.588 -1.958 2.860
N 0.968 0.609 -0.692
H 1.000 -1.395 -3.082
H -0.052 -0.085 -2.576
H -0.074 -0.623 -4.264
H 0.672 1.230 -5.495
H 2.450 2.808 -6.111
H 4.475 2.993 -4.701
H 4.658 1.635 -2.651
H 3.848 -0.445 -1.551
H 2.883 -2.116 2.451
H 1.430 -1.601 3.263
H -0.859 2.364 0.519
H -1.567 1.107 -0.533
H -2.564 1.131 3.786
H -3.743 0.461 5.853
H -4.816 -1.752 5.997
H -4.715 -3.302 4.081
H -3.529 -2.619 2.009
```

Summary:
Net charge: 0
Structure (SMILES): Cc1ccccc1Nc1nc(N)nc(COC(=O)c2ccccc2)n1
Highest occupied orbital energy: -0.315 hartree
Energy above the lowest of the compared OMol25 structures with the same formula, charge and spin: 0.00 kcal/mol
HOMO-LUMO gap: 9.23 eV
Lowest unoccupied orbital energy: 0.666 eV

Computed Löwdin charges, given in elementary charges:
1. C -0.042
2. C -0.209
3. C -0.045
4. C -0.091
5. C -0.093
6. C -0.027
7. C -0.207
8. N 0.125
9. C -0.375
10. N 0.179
11. C -0.445
12. N 0.161
13. N 0.192
14. C -0.315
15. C -0.086
16. O -0.004
17. C -0.458
18. O 0.118
19. C -0.124
20. C -0.013
21. C -0.076
22. C -0.083
23. C -0.076
24. C -0.013
25. N 0.186
26. H 0.087
27. H 0.062
28. H 0.078
29. H 0.109
30. H 0.100
31. H 0.100
32. H 0.111
33. H 0.149
34. H 0.101
35. H 0.103
36. H 0.141
37. H 0.135
38. H 0.117
39. H 0.103
40. H 0.102
41. H 0.103
42. H 0.118

---

(3)
C18H17N5O3S2 | the ωB97M-V functional and the def2-TZVPD basis

The geometry in XYZ format:
```
45
C18H17N5O3S2 (the ωB97M-V functional and the def2-TZVPD basis)
C 3.854 2.669 2.513
C 3.070 1.360 2.417
C 2.163 1.078 3.626
C 1.392 -0.199 3.368
C 1.950 -1.412 3.891
C 1.423 -2.656 3.531
C 0.338 -2.733 2.702
C -0.225 -1.551 2.230
C 0.291 -0.299 2.492
C -0.542 0.755 1.891
O -0.387 1.953 2.111
N -1.498 0.369 0.961
C -2.599 1.262 0.603
S -3.166 0.842 -1.095
C -1.778 1.474 -1.966
N -1.101 2.500 -1.493
N -0.077 2.761 -2.339
N -0.048 1.911 -3.306
N -1.097 1.039 -3.110
C -1.326 -0.060 -4.003
C -0.781 -0.053 -5.279
C -1.003 -1.133 -6.171
C -1.709 -2.255 -5.764
C -2.235 -2.304 -4.476
C -2.058 -1.229 -3.584
S -1.771 -1.293 1.299
O -2.968 -1.330 2.159
O -1.883 -2.147 0.100
H 4.482 2.745 1.626
H 4.498 2.714 3.403
H 3.148 3.502 2.554
H 2.469 1.399 1.511
H 3.769 0.542 2.294
H 1.548 1.928 3.829
H 2.784 0.887 4.509
H 2.858 -1.356 4.480
H 1.854 -3.573 3.941
H -0.179 -3.657 2.458
H -2.312 2.288 0.672
H -3.415 1.119 1.338
H -0.203 0.782 -5.602
H -0.551 -1.061 -7.129
H -1.815 -3.036 -6.470
H -2.732 -3.236 -4.156
H -2.432 -1.308 -2.568
```

Summary:
Net charge: 0
Structure (SMILES): CCCc1cccc2c1C(=O)N(CSc1nnnn1-c1ccccc1)S2(=O)=O
Highest occupied orbital energy: -0.339 hartree
Energy above the lowest of the compared OMol25 structures with the same formula, charge and spin: 31.80 kcal/mol
HOMO-LUMO gap: 8.80 eV
Lowest unoccupied orbital energy: -0.430 eV

Computed Löwdin charges, given in elementary charges:
1. C -0.102
2. C -0.246
3. C -0.152
4. C -0.113
5. C 0.010
6. C -0.055
7. C -0.040
8. C -0.178
9. C -0.086
10. C -0.409
11. O 0.108
12. N -0.163
13. C -0.404
14. S 0.996
15. C -0.574
16. N 0.011
17. N -0.025
18. N 0.054
19. N -0.035
20. C -0.176
21. C -0.021
22. C -0.064
23. C -0.093
24. C -0.071
25. C -0.008
26. S 0.791
27. O -0.299
28. O -0.316
29. H 0.072
30. H 0.076
31. H 0.077
32. H 0.109
33. H 0.107
34. H 0.106
35. H 0.116
36. H 0.117
37. H 0.120
38. H 0.127
39. H 0.074
40. H 0.108
41. H 0.094
42. H 0.093
43. H 0.091
44. H 0.115
45. H 0.059

---

(4)
C18H17NO4 | the ωB97M-V functional and the def2-TZVPD basis

The geometry in XYZ format:
```
40
C18H17NO4 (the ωB97M-V functional and the def2-TZVPD basis)
C -0.441 2.272 -1.954
C 0.967 2.625 -1.590
C 1.481 3.886 -1.831
C 2.782 4.214 -1.482
C 3.583 3.262 -0.884
C 3.091 1.991 -0.630
C 1.788 1.666 -0.976
O 1.207 0.438 -0.783
C 1.943 -0.600 -0.187
C 2.040 -0.494 1.353
O 2.584 -1.664 1.892
C 0.678 -0.131 1.984
N -0.459 -0.747 1.336
C -0.631 -2.100 1.125
O 0.149 -2.966 1.455
C -1.924 -2.239 0.416
C -2.584 -3.359 -0.042
C -3.795 -3.168 -0.701
C -4.317 -1.898 -0.890
C -3.649 -0.768 -0.427
C -2.450 -0.958 0.226
C -1.513 0.014 0.833
O -1.599 1.211 0.922
H -1.044 2.191 -1.050
H -0.471 1.307 -2.458
H -0.875 3.031 -2.599
H 0.850 4.626 -2.302
H 3.163 5.204 -1.678
H 4.599 3.500 -0.607
H 3.741 1.268 -0.163
H 1.406 -1.519 -0.447
H 2.953 -0.679 -0.607
H 2.741 0.303 1.626
H 1.923 -2.376 1.814
H 0.509 0.947 1.915
H 0.707 -0.426 3.038
H -2.172 -4.345 0.108
H -4.338 -4.025 -1.071
H -5.258 -1.782 -1.407
H -4.048 0.224 -0.572
```

Summary:
Net charge: 0
Structure (SMILES): Cc1ccccc1OC[C@H](O)CN1C(=O)c2ccccc2C1=O
Highest occupied orbital energy: -0.307 hartree
Energy above the lowest of the compared OMol25 structures with the same formula, charge and spin: 1.13 kcal/mol
HOMO-LUMO gap: 7.70 eV
Lowest unoccupied orbital energy: -0.663 eV

Computed Löwdin charges, given in elementary charges:
1. C -0.028
2. C -0.196
3. C -0.047
4. C -0.098
5. C -0.090
6. C -0.021
7. C -0.211
8. O -0.044
9. C -0.128
10. C -0.335
11. O -0.022
12. C -0.035
13. N 0.053
14. C -0.340
15. O 0.121
16. C -0.069
17. C 0.012
18. C -0.058
19. C -0.057
20. C 0.013
21. C -0.067
22. C -0.343
23. O 0.129
24. H 0.063
25. H 0.085
26. H 0.079
27. H 0.110
28. H 0.098
29. H 0.102
30. H 0.103
31. H 0.133
32. H 0.134
33. H 0.143
34. H 0.067
35. H 0.134
36. H 0.146
37. H 0.123
38. H 0.107
39. H 0.108
40. H 0.124

---

(5)
C18H18AsCl3F6O7S2Tm | the ωB97M-V functional and the def2-TZVPD basis

The geometry in XYZ format:
```
56
C18H18AsCl3F6O7S2Tm (the ωB97M-V functional and the def2-TZVPD basis)
Tm 0.423 -0.025 -0.194
O 0.654 3.094 1.156
Cl 0.180 2.717 -0.121
O -0.123 3.853 -0.899
O 1.193 1.926 -0.782
O -0.970 1.890 0.044
C 1.044 -2.536 0.111
C 2.452 -2.704 -0.055
C 3.058 -2.859 -1.325
C 4.420 -3.031 -1.446
C 5.230 -3.103 -0.319
C 4.656 -2.962 0.938
C 3.302 -2.774 1.072
H 0.656 -2.835 1.084
H 0.440 -2.881 -0.728
H 2.442 -2.830 -2.219
H 4.869 -3.126 -2.426
H 6.296 -3.258 -0.422
H 5.282 -3.010 1.817
H 2.859 -2.652 2.050
Cl -0.304 -5.498 5.085
C -0.450 -3.990 4.232
C -1.603 -3.716 3.510
C -1.730 -2.503 2.871
C -0.712 -1.516 2.931
C -0.840 -0.259 2.295
C 0.455 -1.855 3.666
C 0.587 -3.067 4.298
H -2.394 -4.452 3.460
H -2.626 -2.288 2.309
H -0.238 0.558 2.690
H -1.834 0.021 1.960
H 1.262 -1.138 3.696
H 1.490 -3.313 4.838
F 1.572 -0.477 -2.048
As 0.445 -0.081 -3.359
F 1.325 1.396 -3.711
F -0.662 0.793 -2.335
F -0.629 0.191 -4.767
F -0.340 -1.620 -3.033
F 1.553 -0.924 -4.512
C 4.385 0.538 -1.539
O 3.427 0.352 -0.515
C 3.826 0.546 0.764
S 5.389 0.878 1.157
S 2.521 0.402 1.828
H 3.837 0.573 -2.479
H 5.107 -0.284 -1.540
H 4.920 1.476 -1.379
Cl -4.464 -3.303 0.143
C -2.893 -2.824 -0.488
C -2.601 -1.309 -0.254
O -3.460 -0.574 0.190
O -1.402 -1.032 -0.566
H -2.877 -3.037 -1.558
H -2.129 -3.405 0.030
```

Summary:
Net charge: -2
Highest occupied orbital energy (spin up / spin down): -0.053 / -0.050 hartree
Energy above the lowest of the compared OMol25 structures with the same formula, charge and spin: 0.00 kcal/mol
Spin multiplicity: 4
HOMO-LUMO gap (spin up / spin down): 5.38 / 4.18 eV
Lowest unoccupied orbital energy (spin up / spin down): 3.933 / 2.812 eV
Expectation value of S²: 3.788

Computed Löwdin charges, given in elementary charges:
1. Tm 1.290
2. O -0.300
3. Cl 0.628
4. O -0.263
5. O -0.436
6. O -0.366
7. C -0.190
8. C -0.359
9. C -0.077
10. C -0.136
11. C -0.148
12. C -0.125
13. C -0.097
14. H 0.028
15. H 0.033
16. H 0.100
17. H 0.090
18. H 0.077
19. H 0.091
20. H 0.081
21. Cl 0.631
22. C -0.668
23. C -0.103
24. C -0.018
25. C -0.288
26. C -0.001
27. C -0.044
28. C -0.106
29. H 0.103
30. H 0.097
31. H 0.061
32. H 0.070
33. H 0.069
34. H 0.105
35. F -0.285
36. As 0.851
37. F -0.235
38. F -0.237
39. F -0.279
40. F -0.235
41. F -0.287
42. C -0.125
43. O -0.316
44. C -1.344
45. S 0.558
46. S 0.605
47. H 0.085
48. H 0.075
49. H 0.059
50. Cl 0.552
51. C -0.507
52. C -0.718
53. O 0.015
54. O -0.206
55. H 0.079
56. H 0.067

---

(6)
C18H18BCl3CrF4N2O5Si | the ωB97M-V functional and the def2-TZVPD basis

The geometry in XYZ format:
```
53
C18H18BCl3CrF4N2O5Si (the ωB97M-V functional and the def2-TZVPD basis)
Cr -0.833 0.499 0.540
O -1.252 2.846 3.423
Cl -1.400 1.424 3.396
O -1.347 0.875 4.732
O -0.267 0.831 2.610
O -2.613 1.025 2.725
Cl -2.166 -1.065 -4.030
C -2.275 -1.909 -2.515
C -2.780 -3.213 -2.491
C -2.868 -3.926 -1.326
Cl -3.495 -5.570 -1.368
C -2.446 -3.366 -0.100
C -2.457 -4.008 1.156
C -1.986 -3.340 2.247
C -1.520 -2.022 2.123
N -1.517 -1.389 0.973
C -1.956 -2.044 -0.135
C -1.842 -1.267 -1.352
O -1.355 -0.096 -1.291
H -3.105 -3.669 -3.417
H -2.836 -5.018 1.242
H -1.978 -3.814 3.220
H -1.156 -1.463 2.975
C 1.297 3.850 0.907
Si 2.130 2.214 0.595
C 3.603 2.602 -0.537
C 2.933 1.696 2.223
N 1.132 0.977 -0.016
C 1.596 0.059 -0.954
C 1.651 -1.323 -0.660
C 2.065 -2.263 -1.593
C 2.456 -1.875 -2.870
C 2.406 -0.521 -3.189
C 1.984 0.420 -2.262
H 2.054 4.592 1.189
H 0.558 3.774 1.711
H 0.770 4.196 0.014
H 4.330 3.212 0.017
H 3.290 3.172 -1.420
H 4.108 1.695 -0.886
H 3.745 2.377 2.513
H 3.341 0.682 2.136
H 2.183 1.687 3.021
H 1.355 -1.636 0.337
H 2.086 -3.314 -1.319
H 2.775 -2.609 -3.601
H 2.679 -0.196 -4.188
H 1.903 1.464 -2.541
F -2.319 3.388 -1.707
B -2.629 2.957 -0.410
F -3.262 3.976 0.317
F -3.406 1.789 -0.434
F -1.366 2.637 0.271
```

Summary:
Net charge: -2
Highest occupied orbital energy (spin up / spin down): -0.056 / -0.080 hartree
Energy above the lowest of the compared OMol25 structures with the same formula, charge and spin: 13.83 kcal/mol
Spin multiplicity: 5
HOMO-LUMO gap (spin up / spin down): 5.55 / 6.21 eV
Lowest unoccupied orbital energy (spin up / spin down): 4.032 / 4.029 eV
Expectation value of S²: 6.020

Computed Löwdin charges, given in elementary charges:
1. Cr 0.812
2. O -0.306
3. Cl 0.694
4. O -0.348
5. O -0.436
6. O -0.325
7. Cl 0.668
8. C -0.579
9. C -0.145
10. C -0.617
11. Cl 0.601
12. C -0.179
13. C -0.038
14. C -0.049
15. C -0.096
16. N 0.038
17. C -0.112
18. C -0.380
19. O -0.103
20. H 0.095
21. H 0.084
22. H 0.100
23. H 0.105
24. C -0.171
25. Si 0.359
26. C -0.195
27. C -0.184
28. N -0.155
29. C -0.384
30. C -0.056
31. C -0.121
32. C -0.146
33. C -0.117
34. C -0.056
35. H 0.023
36. H 0.017
37. H 0.033
38. H 0.013
39. H 0.018
40. H 0.019
41. H 0.012
42. H 0.020
43. H 0.011
44. H 0.100
45. H 0.087
46. H 0.076
47. H 0.086
48. H 0.105
49. F 0.103
50. B -1.195
51. F 0.101
52. F 0.105
53. F 0.010